C7H42O14 | wB97M-V/def2-TZVPD

Results
- HOMO-LUMO gap (eV) = 9.4
- 2S+1 = 1

```
63
C7H42O14 wB97M-V/def2-TZVPD
C 3.2478 -0.7044 0.0465
C 2.3810 -1.0316 -1.1582
C 0.8370 -0.8470 -0.8314
C 0.3957 0.6021 -0.4722
C -3.3889 0.7357 0.2686
C -2.0681 1.0943 -0.3407
C -0.9087 0.6964 0.2540
H 3.2195 -1.3887 0.9022
H 4.2369 -0.7777 -0.4113
H 3.0976 0.2092 0.5706
H 2.6402 -0.5832 -2.1158
H 2.2861 -2.1234 -1.2816
H 0.4746 -1.5036 -0.0415
H 0.2526 -1.1076 -1.7115
H 1.2192 1.1268 -0.0174
H 0.4851 1.2597 -1.3586
H -3.5553 1.0705 1.3517
H -3.3184 -0.3649 0.4633
H -4.2580 1.0993 -0.2508
H -2.0639 1.6712 -1.2587
H -0.9908 0.2974 1.2660
H 0.8996 4.0731 1.8228
H 1.2079 3.3686 0.4740
O 0.4591 3.6123 1.0947
H 0.5134 -2.3273 2.6064
H -0.1422 -2.7386 1.3119
O 0.5001 -3.0523 1.9730
H -1.5864 -3.0762 -0.3277
H -2.5731 -3.1300 0.9540
O -1.8690 -2.6670 0.5000
H 2.4098 -3.2587 -2.1847
H 0.9263 -3.5615 -2.8688
O 1.7624 -3.8680 -2.5195
H 2.4080 -0.3320 3.9166
H 3.4362 -0.8711 3.1019
O 2.6869 -0.2662 2.9801
H -0.1226 -0.7187 4.0927
H -1.2976 -0.0429 3.3214
O -0.9896 -0.8729 3.7016
H -1.2338 -0.9446 -3.6567
H -0.5520 -0.8970 -5.0921
O -0.6815 -0.4203 -4.2666
H -0.7117 2.5592 2.6594
H -1.9067 2.4000 3.5013
O -1.1293 1.8902 3.2293
H 1.5816 1.6769 3.9243
H 0.0850 1.4804 4.1892
O 0.9974 1.3522 4.6218
H 1.9069 2.4224 -1.5105
H 0.8671 3.6929 -1.7291
O 1.5790 3.2720 -1.2234
H -0.9184 4.0433 -0.6360
H -1.2209 3.7626 -2.1607
O -0.9508 4.4309 -1.5208
H -0.7237 2.0956 -4.5239
H -0.6705 1.4990 -3.0650
O -0.4806 2.2728 -3.6082
H -0.0237 -4.6836 -1.6738
H -0.0196 -5.0842 -0.2068
O -0.5675 -4.6573 -0.8884
H -1.6488 -0.6715 -1.4167
H -2.8589 -1.1969 -2.2400
O -1.9151 -1.3193 -2.0940
```

=====

C5H8N2 | wB97M-V/def2-TZVPD

Results
- HOMO-LUMO gap (spin up / spin down) (eV) = 7.9 / 7.9
- 2S+1 = 1

```
15
C5H8N2 wB97M-V/def2-TZVPD
C 0.9657 -1.4131 -0.5081
C 0.5122 -0.1811 -1.3069
N -0.2027 0.7516 -0.4190
C 0.4579 0.9822 0.7764
C -0.5225 1.1111 1.7683
N -1.7351 0.7594 1.3160
C -1.4852 0.2927 0.0414
H 2.0558 -1.4791 -0.3660
H -0.6906 -1.1474 0.2893
H 0.5870 -2.4291 -0.6607
H -0.1610 -0.4661 -2.1242
H 1.3752 0.3500 -1.7274
H 1.5229 1.1961 0.8004
H -0.3597 1.4545 2.7857
H -2.3199 0.2183 -0.6651
```

=====

C4H9NO | wB97M-V/def2-TZVPD

Results
- HOMO-LUMO gap (eV) = 10.5
- 2S+1 = 1
- SMILES string = CC[C@@H](N)C=O

```
15
C4H9NO wB97M-V/def2-TZVPD
C -1.8780 0.4940 -0.1850
C -0.4206 0.8238 0.1549
C 0.4003 -0.4518 0.2065
N 0.4713 -1.0074 -1.3063
C 1.7445 -0.2925 0.8823
O 1.8613 -0.4967 2.1030
H -2.1228 -0.5750 -0.4388
H -2.1035 1.1690 -1.0760
H -2.5122 0.9839 0.6299
H -0.3908 1.2637 1.2119
H 0.1530 1.6455 -0.3598
H 0.0161 -1.3305 0.7708
H 1.1520 -0.3640 -1.8499
H 0.9091 -1.9234 -1.2773
H 2.7204 0.0613 0.5339
```

=====

C32H88N8O12SSr2 | wB97M-V/def2-TZVPD

Results
- HOMO-LUMO gap (eV) = 8.1
- 2S+1 = 1
- total charge = +2

```
143
C32H88N8O12SSr2 wB97M-V/def2-TZVPD
Sr 3.5116 20.9508 -20.2991
Sr 1.4636 17.0688 -24.4845
S 2.6927 19.2047 -22.6541
O 4.0190 19.6040 -22.1721
O 2.5841 19.1940 -24.1269
O 2.3501 17.8039 -22.2612
O 1.7394 20.1356 -22.0490
C 2.4004 16.4287 -18.8259
C 2.9865 17.8360 -18.6777
C 4.4022 17.8579 -19.2419
O 5.0288 19.1257 -19.1024
C 5.5928 19.2751 -17.7997
N 2.1806 18.8203 -19.4405
H 1.4044 16.3851 -18.3779
H 3.0028 15.7126 -18.2642
H 2.2958 16.1633 -19.8771
H 3.0349 18.1224 -17.6251
H 4.3466 17.6817 -20.3227
H 5.0156 17.0225 -18.8916
H 4.9326 18.9032 -17.0131
H 5.7811 20.3208 -17.5786
H 6.5291 18.7134 -17.7710
H 2.1015 18.4021 -20.3665
H 1.2426 18.7821 -19.0508
C 5.2806 24.5564 -17.7403
C 5.0185 23.4405 -18.7568
C 6.2883 22.6698 -19.0996
O 6.0048 21.7693 -20.1789
C 7.0417 20.8473 -20.4468
N 3.9668 22.4976 -18.2591
H 6.2646 24.9863 -17.9361
H 5.2324 24.1520 -16.7305
H 4.5456 25.3522 -17.8485
H 4.6239 23.8375 -19.6937
H 6.6603 22.0988 -18.2438
H 7.0688 23.3575 -19.4408
H 6.7187 20.1043 -21.1715
H 7.4066 20.3277 -19.5562
H 7.9077 21.3851 -20.8537
H 3.1861 23.1446 -18.1063
H 4.2048 22.1899 -17.3181
C -1.2239 17.9826 -21.8641
C -1.6523 18.6104 -23.1699
C -2.2767 19.9795 -22.9100
O -2.6533 20.5258 -24.1412
C -3.1059 21.8573 -24.0302
N -0.4334 18.8363 -24.0133
H -0.5962 18.6551 -21.2730
H -0.6550 17.0545 -21.9716
H -2.0841 17.7352 -21.2373
H -2.3594 18.0019 -23.7322
H -1.5211 20.6170 -22.4232
H -3.1170 19.8762 -22.2100
H -3.5776 22.1549 -24.9633
H -2.2454 22.5141 -23.8435
H -3.8355 22.0301 -23.2334
H 0.1904 19.4341 -23.4682
H -0.7580 19.4175 -24.7851
C 5.2469 24.4739 -22.3613
C 3.7453 24.2730 -22.2211
C 3.0000 24.9896 -23.3264
O 1.6177 24.6505 -23.1508
C 0.7272 25.3896 -23.9672
N 3.4385 22.8239 -22.1825
H 5.5289 25.5286 -22.3864
H 5.6697 24.0161 -23.2586
H 5.7805 24.0028 -21.5351
H 3.4299 24.7453 -21.2863
H 3.3506 24.7340 -24.3293
H 3.0482 26.0709 -23.1598
H 0.5154 24.8219 -24.8795
H 1.1511 26.3523 -24.2663
H -0.1979 25.5656 -23.4216
H 2.4412 22.8080 -22.4281
H 3.8519 22.3881 -23.0144
C 5.1429 16.3829 -24.0288
C 4.8257 16.8991 -25.4128
C 5.9167 16.5490 -26.3999
O 5.6039 17.1508 -27.6273
C 6.6755 17.1156 -28.5562
N 3.4978 16.3615 -25.8627
H 4.4410 16.7170 -23.2612
H 6.1639 16.6158 -23.7333
H 5.0699 15.2869 -24.0103
H 4.7329 17.9871 -25.4455
H 6.1126 15.4709 -26.5098
H 6.8644 16.9601 -26.0142
H 6.3326 17.6261 -29.4522
H 6.9487 16.0849 -28.7931
H 7.5405 17.6625 -28.1681
H 3.4235 16.5322 -26.8686
H 3.6436 15.3476 -25.8321
C 0.3601 21.7299 -25.9071
C 1.5615 21.7738 -26.8276
C 2.4897 22.9288 -26.5160
O 3.6351 22.8327 -27.3376
C 4.5683 23.8562 -27.0534
N 2.2963 20.4780 -26.7418
H 0.6442 21.5640 -24.8643
H -0.3035 20.9353 -26.2490
H -0.1987 22.6670 -25.9762
H 1.2241 21.7890 -27.8661
H 2.8178 22.8913 -25.4675
H 1.9680 23.8754 -26.7173
H 5.0021 23.6970 -26.0611
H 4.1094 24.8458 -27.1495
H 5.3485 23.8095 -27.8120
H 2.4903 20.2740 -25.7645
H 3.2101 20.6856 -27.1415
C 7.3607 19.7595 -24.4578
C 6.9084 21.2005 -24.2410
C 7.4533 22.1834 -25.2576
O 8.8641 22.1232 -25.2185
C 9.4676 22.8639 -26.2712
N 5.4142 21.3122 -24.2913
H 7.4413 19.5372 -25.5288
H 6.6682 19.0532 -24.0042
H 8.3849 19.6453 -24.0945
H 7.1878 21.5662 -23.2495
H 7.1460 23.1999 -24.9876
H 7.0757 21.8945 -26.2493
H 10.5310 22.6564 -26.1965
H 9.3105 23.9342 -26.0864
H 9.0604 22.6270 -27.2559
H 5.1853 20.8720 -25.1833
H 5.0444 20.6937 -23.5707
C -0.4147 23.4001 -20.7797
C 0.7435 23.3164 -19.7838
C 0.4270 24.0485 -18.5074
O 1.6192 24.2350 -17.7695
C 1.4202 24.8372 -16.5103
N 1.1082 21.8919 -19.5453
H -0.1948 22.8305 -21.6822
H -0.6021 24.4396 -21.0603
H -1.3600 23.0509 -20.3516
H 1.5911 23.8112 -20.2683
H -0.3184 23.4829 -17.9276
H -0.0151 25.0348 -18.6904
H 0.6898 24.3075 -15.8933
H 1.1020 25.8790 -16.6337
H 2.3649 24.8694 -15.9693
H 0.6353 21.3033 -20.2326
H 0.6258 21.5734 -18.7038
```

=====

C6H15NO | wB97M-V/def2-TZVPD

Results
- HOMO-LUMO gap (eV) = 9.4
- 2S+1 = 1
- SMILES string = C/C=C(\C)CCN.O

```
23
C6H15NO wB97M-V/def2-TZVPD
C 1.1727 -2.6415 -0.0846
C 0.2723 -1.4937 0.2758
C -0.2829 -0.6419 -0.5826
C -0.0810 -0.7007 -2.0650
C -1.1901 0.4525 -0.1114
C -0.4050 1.7972 0.2310
N -0.7617 2.9102 -0.6091
H 1.6181 -2.5093 -1.0675
H 1.9606 -2.7968 0.6416
H 0.6352 -3.5936 -0.1418
H 0.0885 -1.4333 1.3360
H -0.3137 0.2511 -2.5453
H 0.8437 -1.1814 -2.3829
H -0.8287 -1.3488 -2.5633
H -1.9815 0.7372 -0.8090
H -1.7496 0.1371 0.7704
H -0.5588 2.0393 1.2736
H 0.6161 1.4666 0.0607
H -0.1197 3.2163 -1.3138
H -1.2435 3.6572 -0.1386
O 0.6652 0.7788 3.5541
H 1.3910 0.9532 2.9476
H 0.2527 -0.0557 3.3243
```

=====

C16H27N2O3 | wB97M-V/def2-TZVPD

Results
- HOMO-LUMO gap (eV) = 9.4
- 2S+1 = 1
- total charge = +1
- SMILES string = CCN1CC[NH+](C[C@@H](O)COc2cccc(OC)c2)CC1

```
48
C16H27N2O3 wB97M-V/def2-TZVPD
C 4.4328 2.7365 -1.3660
C 2.9391 2.9894 -1.2104
N 2.1454 1.9007 -1.7660
C 2.2011 0.6845 -0.9831
C 1.5532 -0.4510 -1.7688
N 0.1430 -0.1086 -2.0449
C -0.6322 -1.2030 -2.6628
C -2.1190 -1.1553 -2.2632
O -2.7006 -2.2516 -2.9060
C -2.2799 -1.2442 -0.7326
O -1.6911 -0.0838 -0.1529
C -1.4651 -0.1570 1.2334
C -2.2348 0.6192 2.0839
C -1.9637 0.5803 3.4404
C -0.9511 -0.2140 3.9472
C -0.1775 -0.9913 3.0870
O 0.8412 -1.7959 3.4555
C 1.1609 -1.9105 4.8276
C -0.4440 -0.9534 1.7164
C 0.0939 1.1530 -2.8136
C 0.7640 2.2603 -2.0057
H 4.6546 2.4498 -2.3899
H 4.9770 3.6472 -1.1348
H 4.7872 1.9577 -0.6964
H 2.6907 3.1642 -0.1514
H 2.6791 3.8896 -1.7700
H 3.2438 0.4297 -0.7975
H 1.6926 0.7947 -0.0054
H 1.5975 -1.3783 -1.1961
H 2.0731 -0.5886 -2.7189
H -0.3469 0.0752 -1.1262
H -0.2386 -2.1674 -2.3340
H -0.5516 -1.1647 -3.7510
H -2.5700 -0.2093 -2.6032
H -3.6562 -2.2596 -2.7796
H -1.7991 -2.1562 -0.3590
H -3.3448 -1.2879 -0.4709
H -3.0212 1.2383 1.6847
H -2.5550 1.1774 4.1164
H -0.7710 -0.2230 5.0093
H 1.4780 -0.9506 5.2442
H 0.3170 -2.3015 5.4018
H 1.9879 -2.6161 4.8758
H 0.1598 -1.5656 1.0632
H -0.9446 1.4111 -3.0197
H 0.6290 1.0093 -3.7544
H 0.7335 3.1850 -2.5836
H 0.2003 2.4222 -1.0674
```

=====

Results for calculated total energy: -1345.18554; -304.65714; -287.74101; -3072.37950; -367.56327; -960.85408 (in a.u., following the order of the records).
Results for relative energy (zero: lowest compared OMol25 entry of this formula, charge and spin): 376.9; 468.3; 240.1; 0.0; 178.6; 146.2 (in kJ/mol, following the order of the records).